# 1
Formula: H2OTl
Source: the OMol25 dataset
Level of theory: ωB97M-V with the def2-TZVPD basis set

Positions of all 4 atoms, in Å:
Tl 0.19714 1.34814 2.10829
O -0.01204 -0.26351 -0.36346
H -0.81738 -0.32420 -0.87724
H 0.63228 -0.76043 -0.86759

Spin multiplicity: 2
Electronic energy (Ha): -245.967259
Energy relative to the best compared isomer or geometry (same formula, charge and spin) (kJ/mol): 0.0
Largest force on an atom (eV/Å): 4.4
Frontier orbital gap (alpha / beta) (eV): 8.19 / 7.97
Net charge: +4


# 2
Formula: H2P2
Source: the OMol25 dataset
Level of theory: ωB97M-V with the def2-TZVPD basis set

Positions of all 4 atoms, in Å:
P 0.86082 -0.11167 0.34854
P -0.84592 -1.04670 0.77814
H -1.52322 0.40413 -1.52682
H 1.59176 -0.36361 1.52652

Spin multiplicity: 3
Electronic energy (Ha): -683.717462
Energy relative to the best compared isomer or geometry (same formula, charge and spin) (kJ/mol): 36.0
Largest force on an atom (eV/Å): 0.7
Frontier orbital gap (alpha / beta) (eV): 7.28 / 8.01


# 3
Formula: H2P4
Source: the OMol25 dataset
Level of theory: ωB97M-V with the def2-TZVPD basis set

Positions of all 6 atoms, in Å:
P 1.09332 0.85706 -2.41949
P 1.09143 0.46325 -0.28754
P -0.82363 1.64656 -2.37005
P -1.08898 0.71979 -0.36780
H -0.94112 1.99169 0.32754
H 0.49842 -1.84013 -0.91344

Spin multiplicity: 1
Electronic energy (Ha): -1366.466213
Energy relative to the best compared isomer or geometry (same formula, charge and spin) (kJ/mol): 303.7
Largest force on an atom (eV/Å): 2.0
Frontier orbital gap (alpha / beta) (eV): 7.03 / 7.39


# 4
Formula: H2S
Source: the OMol25 dataset
Level of theory: ωB97M-V with the def2-TZVPD basis set

Positions of all 3 atoms, in Å:
S -0.08797 -0.87532 -0.38218
H -0.20106 1.64608 -0.46332
H 0.28903 -0.77076 0.84550

Spin multiplicity: 1
Electronic energy (Ha): -399.219016
Energy relative to the best compared isomer or geometry (same formula, charge and spin) (kJ/mol): 406.3
Largest force on an atom (eV/Å): 3.3
Frontier orbital gap (alpha / beta) (eV): 7.07 / 7.04